C39H26CaN10OS | ωB97M-V with the def2-TZVPD basis set

Properties
ΔE to the lowest compared entry with this formula, charge and spin: 0.000 eV
HOMO energy (alpha / beta): -5.62 / -5.66 eV
Total charge: 0

Each line ends with the Mulliken charge.
Element x y z (Å)
Ca (4.9078, -12.0148, 23.2003)  2.572
S (-0.0746, -8.0983, 23.2164)  -0.321
O (6.6114, -13.2912, 23.5352)  -0.713
N (1.6749, -13.3095, 21.9129)  -0.386
N (2.3727, -10.9462, 25.8986)  -0.421
N (-1.6158, -6.1624, 22.3560)  -0.066
N (-0.8759, -7.6771, 20.7239)  -0.449
N (3.7630, -12.3532, 21.3056)  -0.243
N (5.4851, -10.1473, 22.0778)  -0.136
N (5.6235, -8.3832, 23.7262)  -0.537
N (2.5333, -12.2341, 23.9341)  -0.067
N (5.0953, -10.9570, 19.8633)  -0.405
N (4.2760, -10.0781, 24.7617)  0.245
C (3.3595, -8.7901, 26.4238)  0.381
C (1.9109, -11.8560, 25.0631)  -0.436
C (6.7112, -6.8394, 18.9237)  -0.397
C (6.5251, -6.7146, 21.3493)  -0.363
C (2.6043, -13.5056, 19.6492)  0.417
C (-2.2570, -5.7773, 20.1355)  -0.588
C (4.6931, -6.7054, 26.3473)  -0.308
C (3.6654, -12.6286, 17.6494)  -0.281
C (7.3455, -12.2831, 25.5191)  -1.086
C (0.3496, -13.0953, 23.8959)  0.535
C (3.3297, -10.0778, 25.7342)  -0.471
C (8.2971, -14.6168, 24.5403)  -1.270
C (-1.7972, -13.6598, 24.6125)  -0.453
C (3.5885, -12.6820, 19.0403)  0.859
C (6.1485, -8.7865, 20.2563)  0.285
C (-1.4825, -6.9269, 19.8215)  0.127
C (2.6374, -13.1821, 21.0509)  -0.336
C (6.3711, -8.1536, 18.9686)  -0.346
C (6.2744, -8.0680, 21.4050)  0.313
C (4.3889, -7.9608, 25.8017)  0.291
C (4.8130, -8.8422, 24.6642)  -0.307
C (-1.5639, -13.0299, 25.8349)  -0.495
C (5.7650, -8.9170, 22.5154)  -0.097
C (-2.3385, -5.4192, 21.4725)  -0.066
C (4.0138, -6.2984, 27.4808)  -0.489
C (-0.4017, -12.3770, 26.1048)  -0.030
C (-0.9865, -7.3106, 21.9949)  0.019
C (-0.8713, -13.7338, 23.5813)  -0.415
C (1.6374, -12.9697, 23.1698)  -0.629
C (2.6763, -8.2808, 27.5611)  -0.268
C (2.9351, -7.0191, 28.0323)  -0.609
C (5.6004, -10.0970, 20.6840)  -0.285
C (4.2876, -12.0016, 20.1063)  -0.914
C (0.5682, -12.3881, 25.1240)  0.249
C (1.7909, -14.2409, 17.5513)  -0.556
C (1.6826, -14.2888, 18.9105)  -0.495
C (2.7771, -13.4152, 16.9485)  -0.590
C (7.4060, -13.4180, 24.4979)  0.992
C (6.7522, -6.0879, 20.1337)  -0.611
H (-0.9583, -14.2511, 22.6506)  0.582
H (0.8474, -14.8340, 19.3770)  0.417
H (8.4229, -15.0408, 25.5578)  0.378
H (9.3557, -14.3903, 24.3097)  0.312
H (8.1135, -12.3433, 26.2911)  0.352
H (2.8343, -13.3635, 15.8748)  0.370
H (5.4344, -6.1101, 25.8088)  0.450
H (2.2236, -6.5244, 28.7132)  0.361
H (-2.8320, -5.2981, 19.3258)  0.327
H (6.2766, -8.7283, 18.0335)  0.407
H (-2.9419, -4.6012, 21.8440)  0.397
H (6.5995, -6.1400, 22.2313)  0.512
H (4.4375, -12.0354, 17.2058)  0.533
H (7.8303, -15.4021, 23.9193)  0.323
H (-1.5500, -5.9432, 23.3539)  0.236
H (-2.3395, -13.1033, 26.6647)  0.286
H (6.9732, -6.3841, 17.9411)  0.335
H (7.2376, -5.0804, 20.1486)  0.288
H (1.9907, -8.9332, 28.0777)  0.460
H (1.1813, -14.8803, 16.9521)  0.424
H (-0.2769, -11.7585, 27.0514)  0.338
H (4.3549, -5.3816, 28.0414)  0.303
H (-2.7475, -14.2207, 24.5075)  0.303
H (7.3557, -11.2779, 25.0263)  0.292
H (6.3612, -12.4597, 26.0409)  0.280
H (-1.4214, -7.3335, 18.7892)  0.381

Cartesian forces (eV/Å) of the 3 atoms listed first:
-2.330 1.229 1.049
-1.039 0.462 -0.753
2.385 -1.441 1.695